This record from the OMol25 dataset describes a molecular structure, C26H24BrFeIN7O. The level of theory is ωB97M-V/def2-TZVPD.

Its spin multiplicity is 5. The value obtained for the orbital gap (spin up / spin down) is 6.86 / 6.93 eV. The calculation puts the molar mass at 713.18 g/mol. As for the expectation value of S²: 6.013. As for the net charge: +1. The calculation puts the energy relative to the best compared isomer or geometry (same formula, charge and spin) at 0.0 kcal/mol.

Cartesian coordinates (Å):
Fe 0.24613 -0.15664 0.47125
Br -1.02844 -0.51312 7.77779
C -1.02032 -0.50994 5.88955
C -2.21570 -0.31254 5.18988
C -2.22803 -0.31915 3.81767
C -1.04743 -0.50551 3.06609
O -1.12619 -0.52640 1.76285
C 0.16490 -0.69352 3.79010
C 1.44268 -0.92421 3.17073
N 1.68556 -0.80306 1.91209
C 2.95825 -1.07632 1.37032
C 4.13769 -1.18912 2.06140
C 5.34180 -1.48486 1.39111
C 5.37101 -1.65725 0.03797
C 4.18411 -1.51090 -0.71627
C 4.14229 -1.64995 -2.12193
C 2.96561 -1.46458 -2.78757
C 1.81979 -1.12124 -2.05027
N 1.81271 -1.00164 -0.74124
C 2.98134 -1.20276 -0.05368
C 0.14429 -0.70835 5.19936
H -3.13563 -0.16125 5.73899
H -3.15327 -0.18336 3.27383
H 2.23748 -1.23415 3.85120
H 4.16270 -1.04931 3.13329
H 6.25084 -1.57653 1.96945
H 6.29586 -1.89269 -0.47161
H 5.04923 -1.89872 -2.65859
H 2.89866 -1.55700 -3.86163
H 0.88250 -0.92547 -2.55549
H 1.07008 -0.87400 5.73638
C -3.58430 -2.02281 -4.15026
C -4.25203 -0.65268 -4.17843
C -3.57341 0.28369 -5.17052
C -4.34829 -0.03335 -2.78464
N -3.03691 0.21196 -2.17989
C -2.23646 -0.59352 -1.48650
N -1.13767 0.06899 -1.20054
N -1.28726 1.30378 -1.73974
N -2.42221 1.39994 -2.30718
H -3.63570 -2.48809 -5.13379
H -4.06401 -2.69920 -3.44001
H -2.52439 -1.94405 -3.89320
H -5.29435 -0.78965 -4.48286
H -2.52195 0.43495 -4.91632
H -4.05212 1.26278 -5.19561
H -3.61107 -0.13888 -6.17386
H -4.89588 -0.67784 -2.09714
H -4.83822 0.93809 -2.81440
H -2.46927 -1.60702 -1.20973
I 4.08829 4.38241 0.87951
C 2.11952 3.74128 0.99108
C 1.07901 4.62087 1.25187
C -0.21087 4.12211 1.32249
C -0.41998 2.77118 1.11770
N 0.58070 1.92301 0.86880
C 1.82657 2.39967 0.81224
H 1.27304 5.67465 1.39906
H -1.04763 4.77254 1.53235
H -1.41086 2.33658 1.16102
H 2.61719 1.68217 0.62547

Cartesian forces (eV/Å) of the 6 atoms listed first:
-0.015 -0.339 0.067
0.003 0.002 0.027
0.061 -0.013 -0.051
-0.032 0.006 0.016
0.083 -0.015 -0.002
0.032 -0.068 0.078